Here is C3H2N3O4 as an isolated structure from the Open Molecules 2025 dataset. Energies are from wB97M-V/def2-TZVPD.

Results
Orbital gap, Eh: 0.309
Energy above the lowest of the compared OMol25 structures with the same formula, charge and spin, kcal/mol: 0.0
Maximum force, eV Å⁻¹: 3.6

The geometry in ORCA input format:
```
! wB97M-V def2-TZVPD RIJCOSX def2/J DEFGRID3
* xyz -1 1
C -0.204 0.440 1.370
C 1.969 0.342 0.607
C 0.346 -0.413 -1.043
N 1.029 0.388 1.596
N -0.531 0.408 -0.451
N -1.832 0.057 -0.790
O -1.246 0.372 1.983
O 3.121 0.613 0.789
O 0.101 -1.297 -1.858
O 1.621 -0.139 -0.638
H -2.487 -0.186 -0.051
H -1.886 -0.585 -1.515
*
```

Atom charges from the Mulliken analysis, given in e for atoms 1 to 4: 0.73, 0.63, 0.60, -0.56

***

Here is a 2-piece molecular cluster, C4H12NO overall from the Open Molecules 2025 dataset. Energies are from wB97M-V/def2-TZVPD.

Results
Orbital gap, Eh: 0.418
Energy above the lowest of the compared OMol25 structures with the same formula, charge and spin, kcal/mol: 27.2
Maximum force, eV Å⁻¹: 0.8

The geometry in ORCA input format:
```
! wB97M-V def2-TZVPD RIJCOSX def2/J DEFGRID3
* xyz 1 1
C 0.042 2.011 -0.370
C -0.423 0.920 -1.271
C -1.203 1.011 -2.333
N 0.110 -0.419 -0.921
H -0.521 2.916 -0.581
H -0.205 1.746 0.662
H 1.107 2.231 -0.429
H -1.477 0.138 -2.914
H -1.616 1.967 -2.617
H -0.112 -0.660 0.075
H 1.135 -0.427 -0.974
H -0.271 -1.150 -1.517
C 0.905 -1.874 2.220
O -0.214 -1.203 1.642
H 0.633 -2.849 2.624
H 1.614 -2.069 1.416
H 1.400 -1.275 2.982
H -0.905 -1.013 2.306
*
```

Atom charges from the Mulliken analysis, given in e for atoms 1 to 4: -1.15, 0.78, -0.98, -0.19

***

Here is C47H43N7O9SiTi as an isolated structure from the Open Molecules 2025 dataset. Energies are from wB97M-V/def2-TZVPD.

Results
Orbital gap, Eh: 0.237
Energy above the lowest of the compared OMol25 structures with the same formula, charge and spin, kcal/mol: 0.0
Maximum force, eV Å⁻¹: 0.5

The geometry in ORCA input format:
```
! wB97M-V def2-TZVPD RIJCOSX def2/J DEFGRID3
* xyz 0 1
Ti -0.488 0.559 0.391
O -4.563 -4.836 2.366
C -4.966 -3.691 2.119
O -6.100 -3.201 2.005
C -3.825 -2.654 1.926
C -4.103 -1.341 1.587
C -3.062 -0.457 1.426
N -1.759 -0.788 1.576
C -1.493 -2.043 1.997
C -2.501 -2.981 2.156
C -0.130 -2.408 2.473
C 0.357 -3.703 2.296
C 1.581 -4.035 2.848
C 2.274 -3.072 3.565
C 1.707 -1.814 3.689
N 0.533 -1.481 3.160
C -3.303 0.971 1.151
C -4.576 1.533 1.070
C -4.688 2.901 0.948
C -3.536 3.684 0.894
C -2.320 3.049 0.897
N -2.205 1.717 1.019
H -5.144 -1.070 1.482
H -2.295 -3.980 2.516
H -0.212 -4.431 1.733
H 1.983 -5.032 2.723
H 3.232 -3.284 4.019
H 2.221 -1.031 4.238
H -5.453 0.909 1.128
H -5.666 3.362 0.899
H -3.583 4.760 0.812
H -1.396 3.597 0.782
C -1.856 1.724 3.880
Si -0.053 1.986 3.430
C 0.230 3.845 3.385
C 0.762 1.220 4.940
N 0.570 1.288 1.868
C 1.944 0.966 1.939
C 2.880 1.620 2.744
C 4.194 1.187 2.829
C 4.610 0.075 2.116
C 3.715 -0.574 1.278
C 2.423 -0.098 1.179
O 1.455 -0.659 0.353
C 1.908 -1.537 -0.655
C 2.845 -1.092 -1.569
C 3.293 -1.962 -2.553
C 2.795 -3.255 -2.623
C 1.841 -3.676 -1.707
C 1.392 -2.816 -0.714
H -1.877 1.907 4.959
H -2.190 0.696 3.735
H -2.570 2.408 3.428
H -0.104 4.272 4.335
H -0.362 4.316 2.599
H 1.267 4.145 3.232
H 0.435 1.819 5.796
H 1.846 1.163 4.972
H 0.357 0.215 5.069
H 2.590 2.499 3.298
H 4.890 1.724 3.460
H 5.627 -0.284 2.194
H 4.025 -1.441 0.713
H 3.223 -0.084 -1.496
H 4.026 -1.618 -3.272
H 3.146 -3.931 -3.392
H 1.435 -4.678 -1.763
H 0.637 -3.125 -0.009
C 3.425 2.673 -0.578
N 2.141 2.315 -1.169
C 2.297 2.208 -2.618
C 1.164 3.360 -0.851
C -0.162 3.098 -1.519
C -0.616 3.976 -2.504
C -1.795 3.736 -3.188
C -2.528 2.591 -2.903
C -2.089 1.724 -1.915
C -0.914 1.967 -1.201
H 3.826 3.601 -1.015
H 4.155 1.879 -0.744
H 3.318 2.815 0.496
H 2.537 3.186 -3.067
H 1.381 1.841 -3.077
H 3.102 1.520 -2.870
H 1.542 4.344 -1.179
H 1.065 3.397 0.240
H -0.022 4.852 -2.742
H -2.134 4.429 -3.948
H -3.443 2.377 -3.442
H -2.700 0.851 -1.696
O -2.449 -1.847 -1.202
C -1.421 -1.451 -1.702
O -0.564 -0.649 -1.123
C -1.014 -1.854 -3.092
C 0.051 -1.233 -3.730
C 0.399 -1.656 -4.999
C -0.261 -2.675 -5.658
C -1.322 -3.256 -4.992
C -1.720 -2.866 -3.728
N -2.055 -4.348 -5.668
O -3.017 -4.809 -5.096
O -1.639 -4.710 -6.749
N 1.543 -1.012 -5.672
O 2.071 -0.076 -5.106
O 1.888 -1.460 -6.744
H 0.605 -0.448 -3.240
H 0.034 -3.001 -6.643
H -2.557 -3.342 -3.236
*
```

Atom charges from the Mulliken analysis, given in e for atoms 1 to 4: -1.33, -0.72, 0.37, -0.73

***

Here is C33H50BN7O2PbS3 as an isolated structure from the Open Molecules 2025 dataset. Energies are from wB97M-V/def2-TZVPD.

Results
Orbital gap, Eh: 0.267
Energy above the lowest of the compared OMol25 structures with the same formula, charge and spin, kcal/mol: 0.0
Maximum force, eV Å⁻¹: 0.7

The geometry in ORCA input format:
```
! wB97M-V def2-TZVPD RIJCOSX def2/J DEFGRID3
* xyz 0 1
Pb 2.621 0.893 -0.358
C -0.452 -1.910 -4.108
C -0.864 -1.163 -2.883
C -2.151 -0.798 -2.663
C -2.498 -0.071 -1.493
N -1.601 0.208 -0.603
N -0.324 -0.155 -0.798
B 0.569 0.221 0.407
N 0.664 -1.028 1.340
N -0.385 -1.845 1.177
C -0.481 -2.946 1.852
C 0.503 -3.284 2.818
C 1.573 -2.473 3.004
C 2.641 -2.787 3.998
C 1.692 -1.280 2.198
S 3.033 -0.281 2.308
C -1.690 -3.810 1.503
C -2.966 -3.018 1.804
C -1.638 -4.131 0.004
C -1.702 -5.114 2.299
N -0.062 1.402 1.190
N -0.722 0.991 2.281
C -1.248 1.853 3.095
C -1.178 3.241 2.817
C -0.536 3.678 1.704
C -0.434 5.128 1.367
C 0.084 2.705 0.843
S 0.947 3.181 -0.526
C -1.907 1.246 4.329
C -0.867 0.384 5.058
C -2.425 2.323 5.281
C -3.073 0.361 3.875
C 0.125 -0.798 -1.900
S 1.767 -1.169 -2.164
C -3.915 0.414 -1.234
C -4.329 1.351 -2.376
C -4.860 -0.794 -1.193
C -3.993 1.168 0.093
H -1.315 -2.105 -4.744
H 0.024 -2.854 -3.839
H 0.293 -1.341 -4.664
H -2.916 -1.054 -3.386
H 0.406 -4.187 3.405
H 2.416 -3.712 4.525
H 2.745 -1.971 4.715
H 3.607 -2.871 3.499
H -2.970 -2.082 1.244
H -3.036 -2.781 2.868
H -3.846 -3.604 1.527
H -1.646 -3.212 -0.584
H -2.503 -4.735 -0.278
H -0.733 -4.688 -0.248
H -1.762 -4.933 3.374
H -0.815 -5.718 2.097
H -2.575 -5.703 2.015
H -1.641 3.955 3.484
H -0.949 5.731 2.112
H -0.858 5.323 0.381
H 0.613 5.428 1.310
H -0.016 0.986 5.384
H -0.494 -0.402 4.401
H -1.320 -0.077 5.938
H -1.619 2.966 5.642
H -2.881 1.846 6.149
H -3.187 2.949 4.812
H -2.713 -0.416 3.200
H -3.830 0.947 3.350
H -3.544 -0.112 4.740
H -4.315 0.847 -3.344
H -3.661 2.213 -2.431
H -5.343 1.716 -2.206
H -4.855 -1.346 -2.135
H -5.883 -0.459 -1.011
H -4.580 -1.481 -0.394
H -3.330 2.035 0.097
H -3.699 0.533 0.931
H -5.018 1.508 0.251
O 2.942 1.976 -2.947
C 3.826 1.626 -3.720
C 4.886 0.617 -3.347
C 6.298 1.215 -3.307
C 6.982 1.322 -4.666
C 6.305 2.263 -5.656
C 4.869 1.871 -5.991
N 3.908 2.191 -4.949
H 4.849 -0.233 -4.038
H 4.634 0.277 -2.347
H 6.904 0.584 -2.657
H 6.247 2.189 -2.813
H 7.029 0.322 -5.115
H 8.017 1.641 -4.522
H 6.880 2.276 -6.586
H 6.302 3.285 -5.266
H 4.825 0.803 -6.234
H 4.544 2.405 -6.883
H 3.180 2.858 -5.148
O 4.409 1.482 -0.341
*
```

Atom charges from the Mulliken analysis, given in e for atoms 1 to 4: 0.84, -1.94, 0.13, -0.67

***

Here is C45H34AlBr4IN2O5SSb2 as an isolated structure from the Open Molecules 2025 dataset. Energies are from wB97M-V/def2-TZVPD.

Results
Orbital gap, Eh: 0.255
Energy above the lowest of the compared OMol25 structures with the same formula, charge and spin, kcal/mol: 30.0
Maximum force, eV Å⁻¹: 0.9

The geometry in ORCA input format:
```
! wB97M-V def2-TZVPD RIJCOSX def2/J DEFGRID3
* xyz 0 1
Al 1.637 1.601 1.290
C 1.188 -1.717 -0.835
C 1.083 -2.380 0.533
C 1.080 -1.345 1.648
Sb -0.473 -1.248 3.236
C -2.070 -0.689 1.875
C -2.914 -1.622 1.292
C -3.930 -1.218 0.440
C -4.101 0.128 0.152
C -3.257 1.064 0.730
C -2.256 0.655 1.594
C -1.075 -3.332 3.293
C -2.345 -3.588 3.791
C -2.820 -4.882 3.885
C -2.017 -5.942 3.497
C -0.731 -5.698 3.048
C -0.260 -4.399 2.956
Sb -0.786 -0.963 -1.404
C -0.239 -0.034 -3.292
C -1.206 -0.019 -4.288
C -1.034 0.724 -5.440
C 0.114 1.479 -5.607
C 1.095 1.462 -4.630
C 0.913 0.712 -3.480
C -1.162 -2.905 -2.314
C -0.542 -3.299 -3.490
C -0.712 -4.582 -3.985
C -1.496 -5.493 -3.298
C -2.124 -5.107 -2.126
C -1.958 -3.820 -1.642
H 1.520 -2.432 -1.591
H 1.901 -0.891 -0.799
H 1.928 -3.064 0.679
H 0.169 -2.986 0.562
H 0.957 -0.341 1.206
H 2.028 -1.335 2.187
H -2.793 -2.671 1.525
H -4.600 -1.954 0.016
H -4.903 0.446 -0.499
H -3.393 2.119 0.532
H -1.625 1.399 2.056
H -2.965 -2.757 4.103
H -3.817 -5.065 4.257
H -2.388 -6.955 3.554
H -0.092 -6.522 2.766
H 0.753 -4.216 2.626
H -2.102 -0.607 -4.148
H -1.795 0.715 -6.204
H 0.247 2.072 -6.498
H 2.003 2.037 -4.767
H 1.679 0.711 -2.712
H 0.079 -2.597 -4.034
H -0.228 -4.877 -4.907
H -1.615 -6.501 -3.671
H -2.740 -5.810 -1.583
H -2.455 -3.525 -0.729
Br 0.892 2.837 7.783
C 1.599 2.458 6.084
C 2.959 2.611 5.856
Br 4.094 3.202 7.229
C 3.488 2.319 4.601
Br 5.327 2.476 4.244
C 2.655 1.922 3.576
O 3.050 1.664 2.331
C 1.276 1.774 3.806
O 0.579 1.389 2.732
C 0.756 2.018 5.062
Br -1.088 1.778 5.365
I 4.314 3.988 -3.616
C 4.179 2.499 -2.148
C 5.017 1.395 -2.176
C 4.857 0.434 -1.190
C 3.867 0.611 -0.239
N 3.064 1.669 -0.232
C 3.221 2.607 -1.154
H 5.767 1.284 -2.943
H 5.487 -0.441 -1.165
H 3.698 -0.103 0.554
H 2.559 3.459 -1.104
O 1.307 5.837 0.648
S 0.278 4.898 0.961
O -0.391 4.998 2.214
N 0.870 3.330 0.786
C 0.179 2.662 -0.108
O 0.401 1.422 -0.199
C -0.745 3.451 -0.916
C -1.418 3.088 -2.076
C -2.150 4.064 -2.736
C -2.265 5.348 -2.223
C -1.626 5.700 -1.038
C -0.850 4.747 -0.422
H -1.353 2.084 -2.466
H -2.642 3.813 -3.664
H -2.848 6.083 -2.756
H -1.722 6.689 -0.620
*
```

Atom charges from the Mulliken analysis, given in e for atoms 1 to 4: 1.04, -0.87, -0.43, 0.18

***

Here is one molecule with the formula C4H8N2S from the Open Molecules 2025 dataset. Energies are from wB97M-V/def2-TZVPD.

Results
SMILES string: C[C@H]1CN1NC=S
Orbital gap, Eh: 0.335
Energy above the lowest of the compared OMol25 structures with the same formula, charge and spin, kcal/mol: 82.9
Maximum force, eV Å⁻¹: 3.4

The geometry in ORCA input format:
```
! wB97M-V def2-TZVPD RIJCOSX def2/J DEFGRID3
* xyz 0 1
C 1.132 1.418 -0.026
C 1.317 -0.072 -0.341
C 0.969 -1.213 0.583
N 0.028 -0.807 -0.516
N -1.171 -0.324 0.063
C -2.382 -0.515 -0.453
S -3.793 0.184 0.090
H 0.814 1.639 1.098
H 2.101 2.038 -0.217
H 0.288 1.896 -0.614
H 1.885 -0.228 -1.225
H 0.608 -0.834 1.549
H 1.420 -2.133 0.425
H -0.962 0.263 0.826
H -2.254 -1.314 -1.242
*
```

Atom charges from the Mulliken analysis, given in e for atoms 1 to 4: -1.13, 0.29, -0.54, -0.39

***

- Which of these has the highest energy above the lowest of the compared OMol25 structures with the same formula, charge and spin?
  C4H8N2S

***

- Which value of orbital gap does entry 4 give?
  0.267 Eh